{
  "formula": "C38H68Cl26N4O4S",
  "method": "ωB97M-V/def2-TZVPD",
  "symbols": ["N", "C", "C", "C", "C", "N", "C", "C", "S", "C", "N", "N", "C", "O", "C", "O", "C", "O", "C", "C", "O", "H", "H", "H", "H", "H", "H", "H", "H", "H", "H", "H", "H", "H", "H", "H", "H", "Cl", "C", "C", "Cl", "H", "H", "H", "H", "Cl", "C", "C", "Cl", "H", "H", "H", "H", "Cl", "C", "C", "Cl", "H", "H", "H", "H", "Cl", "C", "C", "Cl", "H", "H", "H", "H", "Cl", "C", "C", "Cl", "H", "H", "H", "H", "Cl", "C", "C", "Cl", "H", "H", "H", "H", "Cl", "C", "C", "Cl", "H", "H", "H", "H", "Cl", "C", "C", "Cl", "H", "H", "H", "H", "Cl", "C", "C", "Cl", "H", "H", "H", "H", "Cl", "C", "C", "Cl", "H", "H", "H", "H", "Cl", "C", "C", "Cl", "H", "H", "H", "H", "Cl", "C", "C", "Cl", "H", "H", "H", "H", "Cl", "C", "C", "Cl", "H", "H", "H", "H"],
  "coordinates": [[-0.31682, -2.60496, 5.50057], [-0.35463, -2.85370, 4.38687], [-0.58740, -3.12404, 2.97615], [-0.31462, -1.89886, 2.04021], [0.88556, -2.26954, 1.26416], [1.78051, -2.61416, 0.63874], [-1.45061, -1.69625, 0.99517], [-2.53327, -0.68525, 1.37909], [-3.24678, -1.11467, 2.98453], [-4.76965, -0.28202, 2.99554], [-5.89461, -0.87950, 2.72361], [-6.88867, 0.06169, 2.87103], [-6.29802, 1.16199, 3.21883], [-4.96911, 1.02259, 3.31775], [0.06858, -0.63096, 2.79741], [0.18052, 0.42982, 1.87574], [1.15614, 1.37345, 2.18415], [0.89413, 2.11250, 3.34124], [-0.42727, 2.66059, 3.42928], [-1.00091, 3.34029, 2.19379], [-2.01056, 2.49043, 1.64663], [-1.62045, -3.45011, 2.85899], [0.03772, -3.95875, 2.67089], [-1.01568, -1.44904, 0.03616], [-1.94821, -2.65996, 0.89038], [-2.12655, 0.32005, 1.33806], [-3.29491, -0.74709, 0.60483], [-6.80769, 2.08096, 3.43432], [-0.64026, -0.37519, 3.58315], [1.02506, -0.80416, 3.29976], [2.11491, 0.87640, 2.36425], [1.29633, 1.99636, 1.30631], [-1.10873, 1.90716, 3.82193], [-0.36104, 3.42677, 4.19943], [-0.25256, 3.66161, 1.46160], [-1.50464, 4.24365, 2.54214], [-2.70076, 3.01279, 1.23058], [-2.55221, -5.63491, 2.67224], [-3.32086, -6.59282, 3.96242], [-2.85597, -6.16186, 5.32932], [-1.14324, -6.56936, 5.60764], [-3.10049, -7.63877, 3.77377], [-4.39596, -6.44465, 3.87241], [-3.43671, -6.67813, 6.09175], [-2.97221, -5.08993, 5.47286], [1.61528, 4.45556, 0.70690], [2.24210, 6.09738, 0.40540], [1.68352, 7.08589, 1.39452], [-0.06380, 7.35883, 1.15517], [1.99782, 6.36775, -0.61864], [3.32566, 6.05173, 0.50085], [2.17775, 8.04751, 1.26831], [1.83280, 6.75283, 2.41907], [1.17946, -1.19868, -4.64063], [2.83763, -1.32678, -3.99243], [2.92860, -0.88836, -2.54965], [2.66013, 0.86214, -2.34673], [3.48897, -0.73755, -4.63352], [3.13170, -2.37272, -4.07128], [3.92481, -1.10442, -2.16613], [2.20217, -1.40399, -1.92830], [-5.30766, 2.64100, 0.00027], [-5.28766, 3.46240, -1.58459], [-3.91348, 3.95351, -1.96311], [-3.35921, 5.30249, -0.93350], [-6.00568, 4.28063, -1.54696], [-5.63033, 2.73574, -2.31992], [-3.93505, 4.32604, -2.98624], [-3.16994, 3.16241, -1.90045], [3.55753, -5.05143, 3.61115], [4.33825, -3.99766, 2.40192], [5.51683, -4.66428, 1.74383], [6.88374, -4.89566, 2.86677], [4.62912, -3.07606, 2.89980], [3.58586, -3.76077, 1.65324], [5.87904, -4.04017, 0.92851], [5.24721, -5.63775, 1.34235], [-10.66766, -1.55079, 5.75482], [-10.17117, -1.38888, 4.04752], [-11.27356, -0.83624, 3.18473], [-12.62754, -1.98299, 2.99525], [-9.84509, -2.36515, 3.69970], [-9.31668, -0.71500, 4.02566], [-10.88617, -0.63426, 2.18783], [-11.67358, 0.08725, 3.59512], [0.04564, -7.81072, 1.97032], [0.07258, -9.59245, 2.01474], [-1.15054, -10.21193, 1.38916], [-2.62990, -9.93947, 2.34371], [0.19009, -9.89767, 3.05146], [0.95564, -9.90700, 1.46065], [-1.01721, -11.29036, 1.32281], [-1.32440, -9.82192, 0.38958], [2.15552, 5.37664, 5.62818], [2.84948, 3.73311, 5.53877], [4.29507, 3.70184, 5.95803], [5.35253, 4.53984, 4.79045], [2.71593, 3.37138, 4.52289], [2.26047, 3.10432, 6.20396], [4.63558, 2.66935, 6.01145], [4.43930, 4.16423, 6.93107], [-6.97611, 6.08010, -2.68534], [-8.55937, 6.76742, -2.23525], [-8.50220, 7.47248, -0.90590], [-8.25447, 6.33130, 0.43964], [-9.28547, 5.95897, -2.22674], [-8.83647, 7.47183, -3.01750], [-9.44504, 7.98507, -0.72338], [-7.69875, 8.20385, -0.87829], [-0.21865, -2.61902, -2.14812], [0.48656, -4.24122, -1.94552], [-0.57496, -5.30952, -1.99468], [-1.62155, -5.20205, -0.55668], [1.01995, -4.26117, -0.99790], [1.20724, -4.38132, -2.75176], [-0.11635, -6.29721, -1.99016], [-1.19588, -5.22151, -2.88250], [2.84089, 4.58619, -2.65326], [3.46612, 4.36642, -4.30820], [4.76569, 3.60770, -4.32271], [6.10685, 4.55195, -3.61891], [3.56994, 5.34758, -4.76392], [2.71218, 3.80721, -4.86001], [5.04466, 3.37767, -5.34862], [4.68612, 2.67513, -3.76923], [6.35583, 4.17930, -8.74941], [7.17665, 2.60255, -8.55689], [6.21216, 1.45364, -8.68158], [5.07070, 1.39279, -7.30918], [7.67023, 2.59990, -7.59309], [7.92980, 2.53940, -9.33453], [6.75738, 0.51353, -8.68403], [5.63035, 1.51588, -9.59765], [8.93505, -0.39364, -10.37636], [10.56260, -0.39729, -9.65072], [10.56383, 0.05709, -8.21401], [10.18227, 1.79342, -8.04718], [11.19928, 0.23396, -10.26479], [10.93009, -1.42021, -9.70808], [11.55764, -0.08959, -7.79496], [9.85028, -0.49969, -7.61214]],
  "atomic_forces_ev_per_a": [[0.26, 0.14, 0.77], [-0.47, -0.12, -0.50], [0.04, 0.34, -0.17], [0.45, -0.16, -0.45], [-0.42, 0.07, 0.01], [0.47, -0.05, -0.20], [-0.51, -0.38, 0.90], [0.37, 0.26, -0.86], [0.18, 0.17, 0.45], [-0.94, -0.63, -0.59], [0.45, 0.26, 0.11], [0.05, 0.55, 0.21], [-0.53, -1.08, -0.28], [0.43, 0.33, 0.14], [0.24, 0.42, 0.40], [-0.05, -0.16, -0.29], [0.62, -0.20, 0.16], [-0.19, -0.03, -0.19], [0.40, 0.52, 0.29], [-0.87, -0.09, 0.25], [0.13, -0.30, -0.30], [0.12, 0.18, 0.15], [-0.01, -0.16, 0.02], [-0.10, 0.30, -0.05], [0.15, -0.17, -0.27], [-0.08, 0.13, 0.43], [-0.27, -0.10, 0.10], [0.33, 0.32, 0.04], [-0.27, -0.15, -0.02], [0.09, 0.02, 0.04], [0.05, -0.03, 0.17], [-0.40, 0.10, -0.19], [-0.24, -0.14, -0.30], [0.28, -0.03, 0.16], [-0.51, -0.48, 0.35], [0.15, 0.21, 0.02], [0.01, 0.19, -0.10], [-0.25, -0.24, -0.07], [-0.19, -0.04, 0.10], [-0.05, 0.02, 0.07], [0.02, 0.03, -0.02], [0.14, 0.01, -0.04], [0.01, 0.08, 0.01], [0.00, -0.05, -0.02], [0.06, 0.01, -0.03], [0.61, 0.32, -0.31], [0.13, 0.13, -0.04], [0.09, 0.08, 0.08], [-0.02, -0.03, 0.02], [-0.08, -0.03, 0.03], [0.00, -0.03, 0.05], [-0.02, 0.01, -0.06], [-0.05, -0.05, 0.00], [0.23, 0.20, -0.34], [0.04, 0.02, 0.05], [0.04, -0.12, 0.04], [-0.01, 0.06, -0.04], [-0.03, 0.05, 0.01], [-0.03, -0.01, 0.04], [0.03, 0.03, -0.05], [-0.03, 0.03, 0.00], [0.08, -0.04, 0.12], [-0.09, 0.07, -0.07], [0.03, -0.05, -0.08], [0.00, -0.08, 0.07], [0.22, -0.28, 0.20], [0.06, -0.04, 0.01], [-0.04, 0.03, 0.01], [0.00, 0.00, 0.07], [-0.04, 0.02, 0.01], [-0.05, 0.06, -0.06], [0.01, 0.02, -0.08], [0.01, -0.03, 0.00], [0.04, -0.04, 0.07], [0.01, -0.03, -0.02], [0.00, 0.04, 0.03], [0.00, -0.03, 0.07], [-0.02, -0.02, 0.00], [0.16, 0.04, -0.01], [0.04, 0.08, -0.08], [-0.03, 0.01, 0.01], [-0.05, -0.04, 0.03], [-0.01, 0.02, -0.04], [0.04, -0.05, 0.00], [-0.05, -0.04, 0.05], [-0.04, -0.11, -0.02], [0.17, 0.01, 0.02], [0.07, -0.06, -0.11], [-0.03, 0.02, 0.01], [-0.07, 0.04, 0.02], [-0.02, -0.03, -0.03], [0.02, 0.00, 0.04], [-0.04, 0.07, 0.03], [-0.01, 0.02, -0.05], [-0.04, -0.13, -0.07], [0.00, -0.04, 0.09], [0.01, 0.02, 0.01], [-0.03, 0.05, -0.02], [0.01, 0.02, 0.04], [-0.02, -0.01, -0.05], [0.01, 0.07, -0.03], [-0.15, 0.27, -0.21], [-0.13, 0.06, -0.08], [-0.05, 0.09, 0.04], [0.04, -0.01, 0.00], [0.06, -0.06, 0.04], [0.06, 0.04, 0.01], [-0.03, -0.04, -0.01], [0.05, -0.05, 0.01], [-0.15, -0.20, 0.16], [0.15, -0.11, -0.06], [0.09, 0.00, -0.02], [-0.12, -0.14, -0.03], [-0.05, 0.08, 0.00], [-0.09, -0.01, -0.07], [0.04, 0.02, 0.09], [-0.07, 0.07, 0.05], [-0.03, -0.01, 0.03], [-0.05, -0.01, -0.14], [0.04, -0.11, -0.09], [0.01, 0.00, 0.03], [0.05, 0.03, 0.07], [0.01, -0.06, 0.04], [-0.01, 0.08, -0.03], [-0.02, 0.05, 0.08], [-0.02, 0.00, 0.04], [-0.27, 0.12, -0.07], [0.06, -0.05, -0.09], [-0.08, -0.06, 0.00], [-0.06, 0.06, 0.08], [-0.04, -0.03, -0.09], [0.06, -0.01, 0.06], [-0.06, 0.06, 0.04], [-0.05, 0.05, 0.00], [0.14, -0.04, -0.01], [0.09, -0.04, 0.07], [0.31, -0.19, 0.02], [-0.05, 0.05, 0.00], [-0.03, -0.02, 0.04], [0.02, 0.02, -0.02], [-0.06, 0.03, -0.04]],
  "e_lumo_ev": 0.3,
  "multiplicity": 1,
  "e_homo_ev": -9.33,
  "relative_energy_kcal_mol": 0.00
}